11
Properties=species:S:1:pos:R:3 method="wB97M-V/def2-TZVPD" e_tot_ev=-16551.7021 total_charge=0 smiles="C#C/C(C)=N/S" gap_ev=9.60 e_homo_ev=-8.854 de_lowest_kcal_mol=54.5 largest_force_ha_per_bohr=0.0208
C 0.5376 -0.1656 -1.5486
C 0.0504 0.4271 -0.2595
C -0.0525 1.8686 -0.1868
C -0.1677 3.0567 -0.1852
H 0.6894 0.6377 -2.2918
H -0.1837 -0.8378 -2.0033
H 1.4678 -0.7189 -1.4007
H -0.5268 -2.1465 1.9727
H -0.3474 4.1165 -0.1488
N -0.2361 -0.2238 0.7918
S -0.1033 -1.9128 0.7131



12
Properties=species:S:1:pos:R:3 method="wB97M-V/def2-TZVPD" e_tot_ev=-27384.8411 total_charge=0 smiles="S=CC(=S)[C@@H]1CN1" gap_ev=7.10 e_homo_ev=-8.930 de_lowest_kcal_mol=112.4 largest_force_ha_per_bohr=0.0922
C -1.9823 1.2084 0.0997
C -1.0338 -0.0148 -0.3669
C 0.4612 0.0538 0.1926
C 1.5299 -0.8520 -0.6167
H -3.1473 0.8171 0.1890
H 0.6569 0.9939 0.6424
H 1.0833 -1.6943 -1.3008
H 2.5651 -0.4610 -0.7323
H 1.7138 -0.3866 1.5978
N 1.1685 -1.1390 0.9147
S -1.3124 2.5977 0.7656
S -1.7029 -1.1230 -1.3850



13
Properties=species:S:1:pos:R:3 method="wB97M-V/def2-TZVPD" e_tot_ev=-38222.8012 total_charge=0 gap_ev=7.92 e_homo_ev=-8.687 de_lowest_kcal_mol=44.5 largest_force_ha_per_bohr=0.0906
C 1.5305 0.1151 -0.2517
C 0.2984 -0.5021 0.3368
C -0.7966 0.5962 0.7307
C -1.6439 0.6600 -0.4854
H 2.4404 -2.0265 -0.0159
H 0.3724 -1.0424 1.2746
H -0.4906 1.5274 1.2869
H -1.5208 0.0690 1.5828
H -2.4332 1.5315 -0.5211
N -1.7092 -0.2524 -1.3400
S 3.0286 -0.8181 -0.4598
S 1.5038 1.5917 -1.0996
S -0.5799 -1.4494 -1.0383



14
Properties=species:S:1:pos:R:3 method="wB97M-V/def2-TZVPD" e_tot_ev=-27676.4724 s_squared=3.7606 total_charge=+2 multiplicity=4 gap_ev="8.41 / 8.97" e_homo_ev="-18.207 / -18.158" largest_force_ha_per_bohr=0.0727
O -3.0345 1.2250 -0.5483
C -2.5898 2.3199 -0.7054
O -2.5488 3.4694 -0.8466
O -0.2632 0.5918 -0.6135
C 1.0222 0.7203 -0.1952
C 1.6438 -0.2980 0.6883
O 1.3233 -1.4729 0.9350
C 0.1369 -2.2252 0.4040
Nd -1.8171 -1.0135 -0.3982
H 1.1961 1.6587 0.3829
H 1.7649 0.7909 -1.0267
H 2.6279 -0.0206 1.0924
H -0.0555 -2.9223 1.2300
H 0.5938 -2.8234 -0.3988



10
Properties=species:S:1:pos:R:3 method="wB97M-V/def2-TZVPD" e_tot_ev=-6265.7586 total_charge=+1 gap_ev=10.31 e_homo_ev=-16.149 de_lowest_kcal_mol=35.1 largest_force_ha_per_bohr=0.1118
C 0.3766 -0.9510 -0.2863
C -0.4204 0.0448 0.5300
C 1.4701 -0.1665 -0.0018
C -0.9303 0.9755 -0.2191
O 2.2906 0.5511 0.2856
H 0.1557 -1.8724 0.4455
H -0.4853 0.0985 1.7284
H 0.0243 -1.2884 -1.2712
H -0.9554 0.7643 -1.3300
H -1.5259 1.8440 0.1188



11
Properties=species:S:1:pos:R:3 method="wB97M-V/def2-TZVPD" e_tot_ev=-8314.2201 total_charge=+1 gap_ev=7.96 e_homo_ev=-14.270 de_lowest_kcal_mol=34.1 largest_force_ha_per_bohr=0.0399
C 0.3551 1.9179 -0.3913
C 0.8019 -2.3724 0.0253
C -0.5497 1.3558 0.4336
C -1.5354 0.4951 0.0423
O -2.3909 -0.1711 -0.2356
O 0.2343 -1.4942 -0.5605
H 1.1063 2.5917 0.0045
H 0.3710 1.7188 -1.4551
H 1.4516 -3.0966 -0.4822
H 0.7132 -2.5101 1.1158
H -0.5575 1.5651 1.5032



12
Properties=species:S:1:pos:R:3 method="wB97M-V/def2-TZVPD" e_tot_ev=-17610.6449 total_charge=0 gap_ev=8.80 e_homo_ev=-8.286 de_lowest_kcal_mol=31.0 largest_force_ha_per_bohr=0.0656
C 1.3558 0.8199 -0.0451
C 2.2654 -0.3280 -0.0059
C -0.0005 0.6092 -0.1482
C 3.5465 -0.3134 0.1040
O 4.6798 -0.5268 0.1563
O -2.3159 -0.6639 -0.4970
P -0.8352 -1.0242 0.1452
H 1.6645 1.8076 0.1898
H 1.9396 -1.2680 0.2166
H -0.7684 1.3704 -0.1447
H -0.9994 -0.7978 1.5806
H -2.3486 -1.0043 -1.4130



12
Properties=species:S:1:pos:R:3 method="wB97M-V/def2-TZVPD" e_tot_ev=-30745.7537 s_squared=15.7894 total_charge=+1 multiplicity=8 gap_ev="4.61 / 3.32" e_homo_ev="-9.438 / -9.557" de_lowest_kcal_mol=28.1 largest_force_ha_per_bohr=0.1159
O 2.5711 -0.7657 0.0037
C 1.9093 0.0264 -0.8693
C 0.5075 0.1391 -0.8534
C -0.3431 -0.1117 0.2419
C -1.7201 -0.0134 0.1099
O -2.5820 -0.0965 1.0509
Tb -3.2061 -0.0354 3.3227
H 2.3460 0.1651 -1.8785
H 2.5069 0.4391 0.3609
H 0.0416 0.3881 -1.8133
H 0.0906 -0.3081 1.2266
H -2.1217 0.1729 -0.9022